This record from OMol25 describes a molecular structure, C31H26BBr3F4MnN5O10 in a non-equilibrium geometry. The level of theory is the ωB97M-V functional and the def2-TZVPD basis.

Last column: Löwdin spin population.
Element x y z (Å)
1 H -1.666 3.991 3.053  0.000
2 N 2.584 -4.135 1.231  0.000
3 C -4.874 -0.447 -0.565  0.000
4 C 5.654 4.845 -2.355  0.000
5 C 0.221 -6.402 -0.763  0.000
6 H 5.188 2.795 -2.304  0.000
7 C -0.090 -4.073 -0.658  0.000
8 C -4.593 2.578 2.062  0.000
9 B 0.088 0.389 0.968  0.005
10 C -0.008 -4.019 -2.046  0.001
11 Br 1.906 -2.146 5.659  0.000
12 O 0.194 -2.562 -3.811  0.007
13 C 2.277 -0.801 4.218  0.000
14 F -1.164 0.877 0.596  0.041
15 Mn -0.283 0.456 -1.277  4.818
16 H -5.098 0.481 2.664  0.000
17 H 1.457 -0.780 3.516  0.000
18 C -3.173 0.950 3.150  0.000
19 H -3.598 1.191 -0.522  0.000
20 H -7.775 1.920 -1.453  0.000
21 H 6.710 4.657 -2.496  0.000
22 C -4.640 0.920 -0.623  0.000
23 H -2.935 -0.077 3.389  0.000
24 O -4.053 -2.247 0.558  0.000
25 C 5.657 -2.742 -0.470  0.000
26 C -3.596 3.511 2.237  0.000
27 F 1.018 1.255 0.345  0.034
28 C 5.259 -1.438 -0.687  0.000
29 H -0.049 -3.190 -0.033  0.000
30 N 2.431 3.010 -1.853  0.000
31 C -2.393 3.213 2.863  0.000
32 Br 2.501 1.000 4.913  0.000
33 H 0.074 -5.366 1.092  0.000
34 N -3.789 -1.252 -0.080  0.000
35 H -8.069 -0.544 -1.463  0.000
36 C 4.793 -3.660 0.142  0.000
37 O -2.631 -1.027 -0.409  0.009
38 H 6.654 -3.029 -0.772  0.000
39 H 1.922 5.548 -1.695  0.000
40 C 0.165 -6.386 -2.160  0.000
41 C 3.946 -1.047 -0.364  0.000
42 O -0.182 -1.718 -1.878  0.024
43 C 3.519 -3.249 0.501  0.000
44 C 4.760 3.781 -2.205  0.000
45 C -2.199 1.940 3.350  0.000
46 N -0.014 -2.707 -2.629  0.003
47 H 5.243 -4.620 0.351  0.000
48 H -1.210 1.661 3.690  0.000
49 C 3.081 -1.978 0.168  0.000
50 H -5.555 2.854 1.659  0.000
51 H 2.057 -1.666 0.327  0.000
52 C -6.942 1.269 -1.238  0.000
53 H 5.904 -0.739 -1.202  0.000
54 C 0.043 -5.178 -2.810  0.000
55 C -6.110 -0.988 -0.856  0.000
56 C -0.019 -5.288 0.020  0.000
57 H -5.564 2.863 -1.014  0.000
58 O -3.233 5.768 2.317  0.000
59 H 5.802 7.056 -2.405  0.000
60 C 5.230 6.157 -2.211  0.000
61 H 0.481 -7.373 -0.354  0.000
62 O 2.839 1.867 -1.723  0.003
63 F 0.297 -0.860 0.308  0.044
64 C -7.115 -0.111 -1.187  0.000
65 F 0.212 0.219 2.298  0.002
66 H -0.041 -5.194 -3.888  0.000
67 H 0.366 -7.245 -2.783  0.000
68 C -5.690 1.795 -0.895  0.000
69 H -6.289 -2.049 -0.753  0.000
70 Br 3.906 -1.410 3.308  0.000
71 O -4.691 5.039 0.901  0.000
72 O 1.614 -3.615 1.721  0.000
73 C -4.412 1.321 2.645  0.000
74 C 2.977 5.391 -1.866  0.000
75 H 3.609 -0.052 -0.621  0.000
76 N -3.857 4.889 1.767  0.000
77 O 1.245 3.296 -1.883  0.006
78 O 2.871 -5.305 1.257  0.000
79 C 3.421 4.079 -2.010  0.000
80 C 3.874 6.430 -2.037  0.000
81 H 3.548 7.456 -1.939  0.000

Net charge = +1
2S+1 = 6
Energy = -11519.92989 a.u.
HOMO energy (spin up / spin down) = -11.6 / -11.6 eV
<S²> = 8.75
Frontier orbital gap (spin up / spin down) = 0.2563 / 0.2488 Ha